DFT (ωB97M-V/def2-TZVPD) results for an isolated molecule of C3H5ClN2 in a non-equilibrium geometry.

Geometry as XYZ:
```
11
Properties=species:S:1:pos:R:3:forces:R:3
N 2.688 -0.894 -0.026 -0.773 -1.145 1.094
N 2.477 0.455 -0.097 0.415 0.681 0.141
C 1.264 0.819 0.011 0.351 0.586 -0.202
C 0.105 -0.012 -0.007 -2.243 0.931 0.508
C -1.094 0.606 0.100 0.246 -0.755 -0.595
Cl -2.558 -0.323 -0.031 0.033 0.121 0.090
H 2.173 -1.280 0.821 1.355 0.184 -1.564
H 3.683 -1.118 -0.078 -0.608 0.179 0.459
H 1.021 1.873 0.074 0.522 0.199 -0.207
H 0.113 -1.069 -0.169 0.196 -0.432 0.017
H -1.313 1.682 0.118 0.505 -0.549 0.260
```
Positions in Å, forces in eV/Å.

As for the energy relative to the best compared isomer or geometry (same formula, charge and spin): 1.377 eV. Its multiplicity is 1. The calculation puts the LUMO energy at 0.331 eV. Its net charge is 0. For the HOMO energy, the calculation gives -8.41 eV.